[1]
Below is C20H62B2F3HgO11S as an isolated structure in a non-equilibrium geometry, with properties calculated with ωB97M-V/def2-TZVPD.

Results
LUMO energy ... 2.06 eV
HOMO-LUMO gap ... 6.221 eV
Total charge ... -1
Energy above the lowest of the compared OMol25 structures with the same formula, charge and spin ... 0.000 eV

```
100
C20H62B2F3HgO11S (ωB97M-V/def2-TZVPD)
Hg 0.4429 -1.0279 3.9667
O -2.9000 -3.5466 2.3174
H -2.3622 -2.9703 2.9671
H -3.8124 -3.2202 2.3248
H -2.4797 -3.4442 1.3947
B -1.8166 -1.8433 4.3215
H -1.6179 -1.4877 3.2024
H -2.9765 -2.0454 4.4355
H -1.2427 -2.8757 4.3877
H -1.4485 -1.0883 5.1584
B 2.7473 -0.3309 4.3579
H 2.5457 0.5565 5.1164
H 3.8979 -0.4477 4.1434
H 2.4220 -1.4181 4.7503
H 2.2494 -0.1246 3.2972
C -0.5797 1.2238 -0.3381
F 0.4645 2.0528 -0.4124
F -1.5382 1.7843 0.4035
F -1.0807 1.0438 -1.5699
S -0.0252 -0.4350 0.3648
O 0.9776 -0.8932 -0.5707
O 0.4111 -0.1575 1.7206
O -1.2268 -1.2509 0.3494
C 0.8766 -3.9111 2.0526
O 1.1434 -3.0130 3.0735
H 1.7370 -3.9774 1.3708
H 0.6415 -4.8926 2.5175
H -0.0587 -3.6641 1.5082
C 0.3657 3.2002 3.2380
C 0.1454 2.4616 4.5405
C -0.7080 3.2196 5.5508
O -0.4929 1.2078 4.2245
H 0.7931 4.1919 3.4246
H -0.5213 3.3010 2.6112
H 1.1011 2.6790 2.6217
H 1.1175 2.2160 4.9702
H -0.3081 4.2250 5.7036
H -0.7765 2.7648 6.5371
H -1.7015 3.3419 5.1038
H -1.4229 1.2957 4.4624
C -1.5487 -3.7450 -2.4570
C -1.7952 -4.6009 -1.2271
C -0.5987 -5.4753 -0.9248
O -1.8750 -3.6805 -0.0816
H -0.9670 -4.3397 -3.1747
H -0.8293 -2.9528 -2.2385
H -2.4152 -3.3842 -3.0008
H -2.7599 -5.1016 -1.1770
H 0.3690 -4.9889 -1.0121
H -0.6075 -6.3430 -1.6061
H -0.6788 -6.0080 0.0250
H -1.2739 -2.9266 -0.2151
C 2.0889 -1.0605 -5.3755
C 1.9177 -0.6764 -3.9358
C 2.2135 0.8307 -3.7506
O 0.5606 -0.8136 -3.5279
H 3.1058 -0.8182 -5.6885
H 1.3860 -0.5799 -6.0604
H 1.9433 -2.1285 -5.5659
H 2.6544 -1.1798 -3.2998
H 3.1961 1.1169 -4.1491
H 2.2702 1.0961 -2.6947
H 1.4771 1.4666 -4.2421
H 0.5293 -0.6842 -2.5628
C -2.0243 6.6445 2.3688
C -1.6648 5.7760 1.1878
C -2.7357 4.7941 0.7300
O -1.2945 6.6795 0.1251
H -1.3142 7.4700 2.4262
H -1.8342 6.1261 3.3135
H -3.0500 7.0092 2.3388
H -0.7503 5.2166 1.4160
H -3.6944 5.3303 0.7487
H -2.8313 4.1593 1.6207
H -2.6639 4.2873 -0.2235
H -0.9971 6.2083 -0.6565
C -2.5088 1.0428 -5.5261
C -3.0099 0.1418 -4.3907
C -4.4733 -0.1951 -4.4749
O -2.2554 -1.1073 -4.4277
H -2.6914 0.5970 -6.5028
H -1.4351 1.1440 -5.3683
H -3.0315 1.9994 -5.4583
H -2.6725 0.4687 -3.4037
H -4.8096 -0.8659 -3.6859
H -4.7787 -0.5297 -5.4686
H -5.0939 0.7018 -4.3478
H -1.3301 -0.8550 -4.2839
C 4.8387 0.5858 -0.9614
C 4.9655 -0.9266 -1.1190
C 6.1983 -1.4542 -0.4236
O 3.7856 -1.4766 -0.5543
H 4.7379 0.7874 0.1092
H 3.8875 0.9624 -1.3410
H 5.6230 1.2197 -1.3833
H 4.9858 -1.2721 -2.1628
H 7.1319 -1.1512 -0.8989
H 6.1903 -2.5475 -0.4656
H 6.2245 -1.1801 0.6319
H 3.0308 -1.5135 -1.1448
```

=====

[2]
Below is C22H39Cl2N4O3SSc as an isolated structure in a non-equilibrium geometry, with properties calculated with ωB97M-V/def2-TZVPD.

Results
LUMO energy ... 0.42 eV
HOMO-LUMO gap ... 6.315 eV

```
72
C22H39Cl2N4O3SSc (ωB97M-V/def2-TZVPD)
O 0.6841 0.8746 -3.7037
C -0.1475 0.9359 -4.6043
C 0.0455 1.7410 -5.8690
C 1.1786 2.5691 -5.9929
H 1.9683 2.5010 -5.2492
C 1.2748 3.4874 -7.0348
H 2.1202 4.1678 -7.0993
C 0.2751 3.5704 -8.0075
H 0.3119 4.3248 -8.8049
C -0.7871 2.6472 -7.9658
H -1.5438 2.6572 -8.7583
C -0.9052 1.7366 -6.9060
H -1.7427 1.0240 -6.8739
H -1.1018 0.3747 -4.4650
C -2.5822 2.0564 -0.5682
C -2.0327 1.0342 0.3280
H -3.5363 2.4750 -0.2218
H -2.7662 1.6041 -1.5483
H -1.8738 2.8722 -0.7362
C -2.5460 0.5129 1.4223
C -3.7665 0.9882 2.1983
H -2.0873 -0.3718 1.8950
H -4.2347 1.8321 1.6793
H -3.4915 1.3158 3.2159
H -4.5106 0.1797 2.2634
Sc -0.0360 -0.1327 -0.2712
Cl 1.0229 2.0114 -0.0493
Cl -1.3820 -0.6429 -2.1385
H 4.0105 0.6885 -3.1468
H 5.6352 1.0066 -1.5780
C 3.1979 0.4538 -2.4505
C 4.9211 1.0034 -0.7491
N 3.7680 0.1988 -1.1292
H 2.6383 -0.4229 -2.7929
C 3.0619 -0.4449 -0.2085
O 1.9089 -0.9303 -0.4227
H 5.3861 0.5937 0.1531
H 3.5223 -0.5196 0.7859
H 2.5224 1.3200 -2.4151
H 4.6158 2.0429 -0.5578
H -1.5140 -5.2024 1.7891
H -0.4423 -6.1102 -0.3034
C -2.0042 -4.4257 1.1865
C -0.9320 -5.3187 -0.8810
N -1.2086 -4.1803 -0.0174
H -2.0963 -3.5017 1.7593
C -0.6958 -2.9967 -0.2981
O -0.7210 -2.0108 0.5028
H -0.2682 -5.0213 -1.6988
H -0.2503 -2.8813 -1.3010
H -3.0023 -4.7863 0.9002
H -1.8554 -5.7166 -1.3150
C -0.9635 -2.3257 4.5453
N -0.6521 -0.9466 4.9072
C -1.5779 -0.2936 5.8317
C 0.1940 -0.2264 4.1170
S 0.7129 -0.7968 2.6244
N 0.7232 0.9242 4.6484
C 1.1619 0.8683 6.0486
C 1.6171 1.7180 3.7911
H -1.5312 -2.7679 5.3866
H -0.0212 -2.8985 4.3829
H -1.5757 -2.3823 3.6104
H -1.3033 -0.5511 6.8699
H -1.5580 0.7930 5.6936
H -2.6122 -0.6440 5.6657
H 1.2243 -0.1724 6.3785
H 2.1509 1.3354 6.1329
H 0.4640 1.4205 6.6874
H 2.6117 1.2219 3.7219
H 1.1903 1.8141 2.7723
H 1.7396 2.7256 4.2388
```

=====

[3]
Below is ClK as an isolated structure, with properties calculated with ωB97M-V/def2-TZVPD.

Results
LUMO energy ... -2.41 eV
HOMO-LUMO gap ... 3.553 eV
Energy above the lowest of the compared OMol25 structures with the same formula, charge and spin ... 2.429 eV

```
2
ClK (ωB97M-V/def2-TZVPD)
K 0.0000 0.0000 -2.8500
Cl 0.0000 0.0000 2.8500
```

=====

[4]
Below is C31H27Cl3GeN5O4Ta as an isolated structure, with properties calculated with ωB97M-V/def2-TZVPD.

Results
LUMO energy (spin up / spin down) ... -9.24 / -11.32 eV
HOMO-LUMO gap (spin up / spin down) ... 7.690 / 5.607 eV
Total charge ... +3
Multiplicity ... 2

```
72
C31H27Cl3GeN5O4Ta (ωB97M-V/def2-TZVPD)
Ta -0.2029 0.7376 0.3536
C 2.7965 -0.1845 0.1351
N 1.4827 -0.8163 -0.1620
C 1.4567 -1.1943 -1.6057
C 1.0624 -0.0567 -2.4922
C 1.5118 -0.0005 -3.7977
C 0.9654 0.9322 -4.6693
C -0.0398 1.7544 -4.1821
C -0.4060 1.6613 -2.8542
N 0.1511 0.8015 -1.9852
C 1.4162 -2.1225 0.5922
C 0.5448 -2.1565 1.8153
C 0.6100 -3.3018 2.5940
C -0.1719 -3.4003 3.7315
C -0.9861 -2.3226 4.0448
C -0.9881 -1.2191 3.2160
N -0.2460 -1.1177 2.1027
C 2.7699 0.3101 1.5511
C 3.8942 0.2616 2.3533
C 3.8233 0.7364 3.6547
C 2.6074 1.2278 4.1012
C 1.5262 1.2317 3.2432
N 1.5831 0.7916 1.9768
H 3.6028 -0.9052 -0.0145
H 2.9549 0.6339 -0.5659
H 2.4162 -1.6352 -1.8821
H 0.6905 -1.9571 -1.7369
H 2.2627 -0.7060 -4.1270
H 1.2969 0.9968 -5.6965
H -0.5435 2.4731 -4.8121
H -1.1899 2.3027 -2.4827
H 1.0568 -2.8912 -0.0889
H 2.4338 -2.4033 0.8673
H 1.2762 -4.1032 2.3027
H -0.1438 -4.2850 4.3526
H -1.6234 -2.3243 4.9169
H -1.6353 -0.3939 3.4635
H 4.8112 -0.1543 1.9582
H 4.6879 0.7085 4.3039
H 2.4835 1.5990 5.1086
H 0.5709 1.5939 3.5927
Cl -0.9663 3.0958 -0.2674
Ge -2.8669 3.8403 1.4708
Cl -1.4764 1.5575 2.2235
Cl -4.4614 2.8212 0.5435
O -2.1841 0.6815 -0.4427
C -2.1584 -0.5755 -0.6753
O -1.0166 -1.0830 -0.3750
C -3.2639 -1.3345 -1.2155
C -3.1732 -2.7273 -1.2873
C -4.2345 -3.4512 -1.7931
C -5.3502 -2.7554 -2.2297
C -5.4633 -1.3760 -2.1772
C -4.4071 -0.6567 -1.6521
N -6.4908 -3.5371 -2.7874
O -7.3836 -2.8992 -3.2879
O -6.4135 -4.7377 -2.6891
H -2.2837 -3.2355 -0.9409
H -4.2249 -4.5295 -1.8558
H -6.3625 -0.9017 -2.5430
H -4.4561 0.4211 -1.5812
C 3.4750 4.3565 0.1311
C 2.5757 4.2721 1.1930
C 1.4934 3.4365 1.0807
C 1.3374 2.5250 -0.0198
C 2.1763 2.7660 -1.1381
C 3.2635 3.5977 -1.0331
H 4.3006 5.0559 0.1700
H 2.6983 4.9061 2.0604
H 0.7483 3.4422 1.8653
H 2.0368 2.2350 -2.0690
H 3.9624 3.6873 -1.8546
```

=====

[5]
Below is one molecule with the formula C18H17N3O4S in a non-equilibrium geometry, with properties calculated with ωB97M-V/def2-TZVPD.

Results
LUMO energy ... 0.43 eV
HOMO-LUMO gap ... 8.443 eV
Energy above the lowest of the compared OMol25 structures with the same formula, charge and spin ... 2.043 eV
SMILES ... CCc1cc2cc3c(cc2nc1SCC(=O)Nc1cc(C)on1)OCO3

```
43
C18H17N3O4S (ωB97M-V/def2-TZVPD)
C -3.9154 -3.1436 1.9276
H -4.9452 -3.2490 2.2597
H -3.2794 -3.0843 2.8077
H -3.6490 -4.0306 1.3574
C -3.7798 -1.8903 1.0745
C -2.4075 -1.6409 0.5251
C -1.2989 -2.4071 0.7819
C -0.0413 -2.0800 0.2324
C 1.1253 -2.8312 0.5090
C 2.2870 -2.4124 -0.0591
C 2.3503 -1.2775 -0.9037
C 1.2519 -0.5373 -1.2064
C 0.0308 -0.9434 -0.6192
N -1.0644 -0.2097 -0.8691
C -2.2031 -0.5244 -0.3200
S -3.5230 0.5953 -0.6472
C -2.6609 1.7244 -1.7790
C -1.2423 2.0786 -1.3526
O -0.3654 2.2491 -2.1642
N -1.1277 2.3786 -0.0177
C 0.0743 2.4858 0.6432
N 0.1226 2.3709 1.9507
O 1.4268 2.5080 2.3065
C 2.1743 2.7026 1.2062
C 1.3694 2.7040 0.1052
H 1.6258 2.8324 -0.9227
C 3.6374 2.8827 1.3700
H 3.9728 2.3679 2.2667
H 3.8771 3.9410 1.4715
H 4.1577 2.4916 0.5001
H -1.9163 2.1874 0.5879
H -2.6201 1.2691 -2.7681
H -3.2737 2.6264 -1.8175
H 1.2732 0.3255 -1.8486
O 3.6414 -1.1020 -1.3107
C 4.3885 -2.1471 -0.7310
O 3.5380 -2.9500 0.0555
H 4.8439 -2.7605 -1.5252
H 5.1853 -1.7247 -0.0986
H 1.0862 -3.6956 1.1510
H -1.3655 -3.2730 1.4225
H -4.4768 -1.9426 0.2319
H -4.0719 -1.0138 1.6621
```

=====

[6]
Below is a 2-piece molecular cluster, C9H13NO overall in a non-equilibrium geometry, with properties calculated with ωB97M-V/def2-TZVPD.

Results
LUMO energy ... 0.61 eV
HOMO-LUMO gap ... 9.703 eV
Energy above the lowest of the compared OMol25 structures with the same formula, charge and spin ... 2.151 eV
SMILES ... Cc1ccccc1.CC(N)=O

```
24
C9H13NO (ωB97M-V/def2-TZVPD)
C 0.9336 -3.1446 -1.9498
C 1.9739 -2.0672 -2.4386
O 2.6689 -2.1284 -3.4617
N 2.2928 -1.2206 -1.3836
H 1.6245 -3.9582 -1.5709
H 0.3978 -3.5811 -2.9054
H 2.6855 -0.3788 -1.5458
H 1.6348 -1.2022 -0.6782
H 0.2439 -2.7684 -1.2035
C 0.0540 2.9160 -0.0483
C -1.8204 1.1655 2.8029
C -2.2299 0.0667 2.1101
C -0.7908 2.0026 2.2925
C -0.5169 1.8908 0.8948
C -1.5601 -0.2271 0.9086
C -0.8293 0.6587 0.2092
H -2.1344 1.0671 3.8200
H -2.8324 -0.7518 2.4437
H -0.4603 2.9052 2.9601
H -1.5333 -1.2837 0.5458
H -0.6733 3.2878 -0.8383
H 0.9652 2.2997 -0.4547
H -0.5947 0.5988 -0.8677
H 0.5011 3.8533 0.3589
```